Density functional theory data (ωB97M-V/def2-TZVPD) for one molecule with the formula C24H27N3O5S.

Atoms and positions in Å:
C: 0.614 -6.067 2.696
C: 0.533 -4.580 2.555
C: 1.404 -3.751 3.256
C: 1.347 -2.377 3.102
C: 0.412 -1.835 2.242
S: 0.375 -0.072 2.006
O: 0.448 0.231 0.593
O: 1.361 0.559 2.826
N: -1.153 0.425 2.561
C: -1.712 1.404 1.648
C: -2.124 0.685 0.360
O: -2.461 -0.491 0.440
N: -2.136 1.355 -0.804
C: -1.693 2.722 -0.968
C: -0.187 2.823 -1.279
C: 0.288 4.231 -1.059
C: 0.870 4.593 0.150
C: 1.272 5.899 0.373
C: 1.093 6.858 -0.609
C: 0.516 6.505 -1.817
C: 0.115 5.200 -2.039
C: -2.481 0.621 -2.004
C: -1.308 0.023 -2.796
O: -1.386 -0.114 -4.001
N: -0.260 -0.360 -2.058
C: 0.904 -1.008 -2.630
C: 1.189 -2.289 -1.918
C: 0.621 -3.526 -2.017
C: 1.280 -4.340 -1.065
C: 2.192 -3.537 -0.456
O: 2.142 -2.296 -0.962
C: -0.463 -2.635 1.532
C: -0.400 -4.006 1.697
H: 1.188 -6.482 1.867
H: 1.107 -6.347 3.623
H: -0.377 -6.513 2.671
H: 2.132 -4.185 3.925
H: 2.011 -1.712 3.630
H: -1.765 -0.383 2.594
H: -0.946 2.158 1.487
H: -2.591 1.859 2.115
H: -1.923 3.288 -0.063
H: -2.267 3.164 -1.787
H: 0.355 2.140 -0.624
H: -0.014 2.520 -2.313
H: 1.022 3.844 0.914
H: 1.728 6.167 1.314
H: 1.408 7.876 -0.436
H: 0.379 7.248 -2.589
H: -0.330 4.926 -2.985
H: -3.048 1.265 -2.681
H: -3.116 -0.220 -1.707
H: -0.208 -0.181 -1.062
H: 1.775 -0.351 -2.535
H: 0.684 -1.187 -3.686
H: -0.159 -3.817 -2.690
H: 1.101 -5.378 -0.872
H: 2.907 -3.722 0.321
H: -1.184 -2.187 0.865
H: -1.082 -4.640 1.149

Calculated values
Kohn-Sham gap, eV: 9.00
Maximum force, hartree/bohr: 0.018
HOMO, eV: -8.48